Entry 1:
Density functional theory data (ωB97M-V/def2-TZVPD) for C15H30ClGaNO3 as an isolated structure in a non-equilibrium geometry.

```
51
Properties=species:S:1:pos:R:3:forces:R:3:mulliken_charge:R:1
C 4.05132 -1.00509 -0.07930 -0.7 0.3 -0.6 -0.921
C 4.10081 -0.30717 -1.46836 0.8 -0.4 -0.5 -0.537
C 2.96960 -0.74416 -2.42187 -0.1 -0.2 0.8 -0.935
C 1.53186 -0.48144 -1.86248 0.8 -0.2 -1.5 0.161
C 0.55966 -1.50948 -2.48314 -0.5 -0.2 0.7 -0.753
Ga -1.21948 -1.70568 -1.49035 -0.2 0.3 -0.1 -0.451
C -1.01341 -1.71848 0.56718 -0.1 0.2 0.7 -0.614
C -0.68261 -0.40522 1.16946 -0.7 -0.3 -0.2 -0.390
N 0.47397 -0.05473 1.54984 0.9 0.3 0.3 -0.746
C -2.68015 -0.43219 -2.17493 0.8 -0.1 -0.3 -0.786
C -2.25173 1.05182 -2.32014 -1.5 0.2 0.2 -0.321
C -2.32621 1.82652 -0.98044 1.0 -0.3 -1.2 -0.420
O -2.68292 3.20648 -1.21389 -0.5 -0.3 0.5 -0.563
C -1.91017 -3.64000 -1.96917 -1.0 0.4 -0.6 -0.626
C -3.05221 -3.95585 -1.10386 2.1 0.5 -2.4 0.220
O -2.91308 -4.44248 -0.05670 -0.9 -1.2 3.0 -0.481
Cl -4.72186 -3.56746 -1.73764 -0.2 0.2 -0.1 -0.290
H 4.94056 -1.61202 0.11923 0.0 0.3 0.0 0.336
H 3.18823 -1.68351 -0.08558 0.2 0.1 0.3 0.234
H 3.87509 -0.27094 0.71290 0.1 -0.3 0.0 0.216
H 4.16703 0.78820 -1.40710 -0.2 -0.2 0.2 0.319
H 5.04863 -0.62207 -1.94144 -0.2 0.3 0.0 0.339
H 3.09322 -0.30947 -3.42484 0.0 0.1 0.3 0.397
H 3.08595 -1.83120 -2.56507 -0.1 0.2 0.1 0.340
H 1.27815 0.53772 -2.19685 -0.2 -0.1 0.4 0.195
H 1.55149 -0.50310 -0.76892 -0.2 0.0 -0.2 -0.079
H 0.35555 -1.34017 -3.55239 0.2 0.2 0.2 0.359
H 1.04553 -2.50056 -2.43057 -0.2 0.2 0.0 0.350
H -1.97465 -2.02742 1.01243 0.1 0.0 -0.4 0.489
H -0.27189 -2.45763 0.90537 0.0 0.2 -0.3 0.423
H -1.50378 0.31818 1.30940 -0.1 -0.3 -0.2 0.433
H 0.43563 0.89281 1.92971 0.0 -0.1 -0.1 0.216
H -2.93477 -0.78220 -3.19183 0.1 -0.1 0.3 0.300
H -3.61465 -0.53164 -1.59935 0.2 0.2 -0.1 0.480
H -3.01194 1.54270 -2.95733 0.3 0.0 0.1 0.304
H -1.29075 1.19931 -2.82847 0.0 -0.2 0.2 0.198
H -1.31891 1.83225 -0.54448 -0.4 -0.1 0.3 0.114
H -3.04546 1.30523 -0.33773 0.2 0.3 0.1 0.386
H -3.53475 3.31950 -0.77586 0.2 0.2 -0.2 0.322
H -1.08101 -4.31632 -1.75429 -0.2 0.0 0.0 0.356
H -2.17692 -3.58333 -3.02957 0.1 -0.1 0.2 0.416
C 1.11808 4.06529 4.16958 -0.1 0.0 -0.2 -1.168
C 0.14705 2.91501 4.29219 -0.1 -0.1 -0.1 0.889
O -0.62820 2.64774 3.40523 0.0 0.1 0.1 -0.521
C 0.18737 2.11240 5.57022 -0.2 -0.1 -0.1 -1.144
H 0.98028 4.55143 3.20538 0.0 0.0 0.0 0.301
H 0.93532 4.79431 4.96139 0.1 -0.1 0.1 0.358
H 2.14320 3.69651 4.23454 0.0 0.1 0.2 0.319
H -0.03583 2.75671 6.42300 0.2 0.0 0.0 0.362
H 1.17238 1.65956 5.69509 0.0 0.1 0.1 0.325
H -0.55862 1.32134 5.52180 0.0 0.0 0.0 0.289
```
Forces are in eV/Å.

The value obtained for the max |F| is 3.298 eV/Å. The total energy comes out at -3255.01539 Eh. Its multiplicity is 1. The value obtained for the HOMO-LUMO gap is 7.38 eV. As for the total charge: -1. As for the HOMO energy: -4.909 eV.


Entry 2:
Density functional theory data (ωB97M-V/def2-TZVPD) for C15H30ClN5O8PS2W as an isolated structure in a non-equilibrium geometry.

```
63
Properties=species:S:1:pos:R:3:forces:R:3:mulliken_spin:R:1
W 0.97582 0.63530 0.86188 -3.3 -2.3 -0.9 0.963
C -0.20029 -2.34465 2.15035 -0.4 -0.1 0.2 -0.007
C 1.30513 -2.28876 2.10529 0.3 0.0 0.1 0.011
N 1.75338 -0.92449 2.44253 0.3 0.3 -0.4 -0.015
C 1.52414 -0.59056 3.86451 0.0 -0.3 0.0 0.004
C 1.18652 0.86550 4.01265 -0.1 0.0 0.0 -0.020
N 0.26692 1.27632 2.93180 0.2 0.4 0.0 -0.011
C -1.16498 1.03376 3.17459 0.1 0.1 0.1 0.027
C -1.55129 -0.40773 2.90552 -0.2 -0.2 -0.2 -0.023
N -0.77101 -1.02776 1.82231 0.3 0.1 -0.2 0.094
H -0.51712 -3.07450 1.41275 -0.1 0.0 0.0 0.004
H -0.56540 -2.67208 3.12601 0.0 0.0 0.0 0.000
H 1.74537 -3.01756 2.78956 0.1 0.0 0.1 0.001
H 1.63498 -2.50635 1.09563 0.1 0.0 0.0 -0.005
H 2.74365 -0.82587 2.23550 0.1 -0.1 0.1 -0.001
H 0.71433 -1.21675 4.23058 0.0 -0.1 0.0 0.000
H 2.41146 -0.81751 4.45496 0.0 -0.1 0.0 0.000
H 0.74596 1.07049 4.98970 0.0 0.0 0.1 0.002
H 2.08648 1.45923 3.91113 0.0 0.1 0.0 0.007
H 0.39244 2.27841 2.81086 0.0 0.1 0.0 0.009
H -1.42130 1.30541 4.20129 0.0 0.0 0.1 0.001
H -1.71216 1.68781 2.51057 0.0 0.2 0.0 0.002
H -1.43151 -0.99587 3.81356 0.0 -0.1 0.0 -0.002
H -2.61298 -0.42238 2.65257 0.0 -0.1 0.0 0.002
H -1.34222 -1.10330 0.97876 0.0 -0.2 0.1 -0.006
C -0.88258 1.37593 -4.15553 -0.1 0.0 0.0 0.002
C 0.19041 0.30188 -4.09359 0.0 0.0 0.1 -0.002
O -0.04775 -0.58280 -3.00840 0.3 0.5 -0.4 0.011
P 1.03388 -0.77680 -1.70965 -1.0 -0.3 -1.6 0.070
S -0.15747 -2.23667 -1.02755 0.0 -0.2 0.2 -0.105
S 1.17407 1.33788 -1.45294 -0.1 -0.2 0.5 0.035
O 2.32601 -1.26078 -2.52487 0.4 0.3 0.3 0.003
C 2.27057 -2.17350 -3.62986 0.0 0.0 0.2 0.001
C 2.55726 -3.58197 -3.16526 0.0 -0.1 0.0 0.000
H -0.76936 1.97272 -5.06504 0.0 0.0 0.0 0.001
H -0.81842 2.04225 -3.29244 0.0 -0.1 -0.1 0.001
H -1.87171 0.90536 -4.16594 0.1 0.0 0.0 0.000
H 1.18839 0.75350 -4.03042 0.0 0.0 0.0 0.004
H 0.16070 -0.29051 -5.01294 0.1 0.0 0.0 0.000
H 3.03449 -1.83159 -4.32662 0.0 0.1 -0.1 0.000
H 1.29813 -2.11427 -4.11138 -0.1 0.0 0.0 0.000
H 3.53654 -3.63509 -2.68617 0.0 0.0 0.0 0.000
H 2.54579 -4.26110 -4.02159 0.0 0.0 0.0 0.000
H 1.79800 -3.90027 -2.45093 0.0 0.0 0.0 0.001
O 3.64454 2.26740 0.13359 0.0 -0.1 0.1 0.018
Cl 2.93823 1.72105 1.24738 2.7 1.7 0.0 -0.008
O 3.79959 0.81054 1.98618 0.1 -0.1 0.1 0.004
O 2.49977 2.78675 2.13276 -0.1 0.2 0.1 0.012
O 1.84757 -0.73997 -0.15641 -0.4 0.8 1.8 -0.095
C -4.36886 0.81210 -1.89367 0.1 0.1 0.1 0.000
N -3.23759 1.38356 -1.16119 0.0 0.0 -0.1 0.000
C -2.94154 2.70450 -1.23062 -0.1 0.0 -0.1 0.001
C -1.90405 3.25712 -0.56560 0.1 0.2 0.1 -0.001
C -1.07431 2.34642 0.13859 -0.2 0.2 0.0 -0.001
O 0.01458 2.64048 0.74327 0.8 0.1 0.0 -0.014
N -1.37128 1.06630 0.21789 0.0 -0.7 0.0 0.028
C -2.50471 0.52701 -0.33027 0.0 0.0 0.1 -0.003
O -2.90826 -0.59882 -0.10211 0.0 0.1 0.0 0.003
H -4.51431 1.37597 -2.81187 0.0 0.0 0.0 0.000
H -5.27849 0.83722 -1.29499 0.0 0.0 0.0 0.000
H -4.14147 -0.22193 -2.12463 0.1 0.0 0.0 0.000
H -3.59537 3.29664 -1.85810 0.0 0.0 0.0 0.000
H -1.66734 4.30735 -0.62393 0.0 0.0 0.0 0.000
```
Forces are in eV/Å.

The value obtained for the max |F| is 4.100 eV/Å. The total energy comes out at -3130.14652 Eh. Its multiplicity is 2. The value obtained for the HOMO-LUMO gap (alpha / beta) is 5.17 / 6.23 eV. As for the HOMO energy (alpha / beta): -6.932 / -7.262 eV. As for the relative energy (zero: lowest compared OMol25 entry of this formula, charge and spin): 4.028 eV.


Entry 3:
Density functional theory data (ωB97M-V/def2-TZVPD) for C15H30Cu2N2O as an isolated structure in a non-equilibrium geometry.

```
50
Properties=species:S:1:pos:R:3:forces:R:3:mulliken_charge:R:1
C 3.30355 -2.11427 2.54647 -0.8 -0.6 -0.2 -1.200
C 2.74538 -2.38509 1.11976 0.6 0.0 0.7 -0.565
C 1.61723 -1.42811 0.73026 -0.4 0.2 -0.2 -0.274
C 0.46299 -1.41827 1.75283 0.0 1.5 -0.8 -1.114
N -0.84322 -0.66898 1.20075 -0.6 0.3 0.2 0.853
C -1.60470 -1.55841 0.20910 0.0 -0.4 0.0 -0.873
C -2.84846 -2.11280 0.89711 2.2 0.5 1.1 -0.803
C -3.17108 -0.93355 1.84938 -2.4 -0.7 -1.2 -0.775
C -1.87835 -0.39829 2.35083 0.6 -1.3 0.7 -0.566
C -0.53060 0.64443 0.44534 1.0 -0.4 2.1 -1.048
C 0.04612 1.74040 1.38606 0.0 1.3 -2.1 -0.514
C 0.25816 2.97875 0.42786 0.3 0.2 1.1 -1.307
H 4.08934 -2.77495 2.91271 0.6 0.2 -0.9 0.393
H 2.57123 -2.40694 3.29890 -0.5 0.8 0.1 0.289
H 3.60399 -1.06677 2.57037 0.0 -0.1 0.6 0.308
H 2.41648 -3.42123 1.04016 0.0 -0.1 -0.1 0.334
H 3.58386 -2.20611 0.44670 -0.1 -0.3 -0.3 0.354
H 1.26165 -1.57289 -0.28989 -0.2 -0.7 -0.1 0.068
H 2.02402 -0.42211 0.62732 0.1 0.2 0.5 0.363
H 0.87242 -0.84316 2.58332 -0.7 0.1 0.2 0.595
H 0.16851 -2.39295 2.14189 -0.3 0.0 -0.4 0.565
H -1.92826 -0.94560 -0.63225 0.3 0.1 0.1 0.702
H -0.96894 -2.37881 -0.12386 0.2 0.4 -0.2 0.200
H -3.49377 -2.59355 0.16188 -0.6 0.6 0.4 0.451
H -2.41086 -2.89947 1.51172 -0.6 -0.4 0.3 0.355
H -3.73685 -0.16077 1.32898 0.2 0.2 -0.4 0.334
H -3.90817 -1.21603 2.60104 0.5 -0.1 0.5 0.477
H -2.03185 0.59585 2.77063 0.8 0.3 -0.9 0.300
H -1.51428 -0.97426 3.20160 0.0 -0.2 -0.1 0.419
H -1.42620 1.01402 -0.05406 -0.2 -0.2 0.3 0.622
H 0.17398 0.30449 -0.31367 0.2 0.5 0.0 0.394
H 0.99142 1.52390 1.88370 0.0 -0.4 -0.2 0.288
H -0.60836 2.15914 2.15053 -0.4 -0.8 -0.1 0.364
H 1.25085 3.03433 -0.01887 -0.2 -0.3 -0.3 0.341
H 0.18628 3.86995 1.05132 0.1 0.1 0.0 0.449
H -0.53419 3.10462 -0.31000 0.1 -0.3 -0.2 0.293
Cu -1.78650 -2.24067 -3.87757 0.9 0.9 1.1 0.658
Cu 1.05583 -2.36710 -4.00728 -0.5 1.0 1.0 0.733
O -0.23798 -1.32440 -2.56949 -0.8 -1.6 -1.9 -0.622
H -0.71049 -0.64131 -2.05505 0.4 -0.7 -0.5 0.007
N 0.11519 1.55024 -3.23026 0.6 -0.1 0.3 0.234
C 1.33794 2.14344 -3.16466 1.7 0.0 1.4 -0.583
C 1.21687 3.51507 -3.21112 -0.3 -0.7 -1.3 -0.370
C -0.14787 3.76537 -3.52014 -0.1 -0.9 0.9 -0.657
C -0.78166 2.52553 -3.39912 -1.8 2.0 -1.0 -0.454
H -0.11266 0.57779 -3.08023 0.5 0.4 -0.4 0.331
H 2.21292 1.58247 -2.87121 0.0 -0.1 -0.2 0.384
H 2.03190 4.22366 -3.20737 -0.1 -0.1 0.1 0.453
H -0.55242 4.73273 -3.77890 -0.3 -0.2 0.2 0.431
H -1.83019 2.28091 -3.48359 0.0 0.1 -0.2 0.380
```
Forces are in eV/Å.

The value obtained for the max |F| is 2.875 eV/Å. The total energy comes out at -4054.51519 Eh. Its multiplicity is 1. The value obtained for the HOMO-LUMO gap is 3.72 eV. As for the total charge: +2. As for the HOMO energy: -12.842 eV.


Entry 4:
Density functional theory data (ωB97M-V/def2-TZVPD) for C15H30F7N3NaNbO10P3V as an isolated structure in a non-equilibrium geometry.

```
71
Properties=species:S:1:pos:R:3:forces:R:3:mulliken_charge:R:1
N 0.16166 0.10369 1.69776 -0.4 -0.3 -0.1 0.153
C 0.34358 -0.30335 0.41368 1.3 -1.6 -0.4 -0.765
Nb -1.42720 0.73076 -0.55564 0.9 2.9 1.6 -0.456
P -2.57132 -1.59059 -0.81505 0.6 -0.6 -0.8 0.205
O -2.52399 -2.38576 0.48278 -0.1 0.8 0.3 -0.628
C -3.40319 1.70973 -1.31099 -0.9 -0.8 -0.1 0.525
O -3.40175 2.51143 -2.17838 0.3 -0.1 0.4 -0.305
N -4.66686 1.32869 -0.62983 -0.2 0.7 -0.2 -0.108
C -5.04183 2.33501 0.31114 0.6 0.2 1.3 0.605
O -4.48667 2.52936 1.35715 -0.7 -0.3 -0.9 -0.407
F -6.09082 3.01083 -0.06295 -0.2 0.3 -0.4 -0.205
P -0.03492 2.89949 -0.53428 2.2 -0.5 -1.3 0.775
O -0.77726 3.91261 -1.26491 -1.7 0.6 -0.2 -0.559
O 0.33939 3.36046 0.93689 0.0 -0.4 0.2 -0.459
O 1.38627 2.67829 -1.27159 -0.1 0.0 0.7 -0.267
H -0.40658 -0.53607 2.22868 -0.2 0.1 0.4 0.280
H 1.04010 0.33903 2.15740 0.2 1.1 0.5 0.036
H 0.22988 -1.38532 0.31601 -0.6 -0.2 -0.6 0.499
H 1.30570 -0.03559 0.01195 0.2 0.3 -0.3 0.390
H -0.82258 0.43900 -2.25086 -0.3 -0.5 0.1 0.153
H -2.16794 0.93485 1.12905 -1.2 -0.8 0.0 0.132
H -3.94369 -1.37470 -1.13462 0.1 -0.1 -0.5 0.154
H -2.04499 -2.30517 -1.90748 -0.4 -0.1 -0.1 0.106
H -4.46850 0.53629 -0.05335 0.2 0.0 -0.5 -0.087
H 1.15615 2.93211 1.23075 0.2 0.1 0.4 0.313
H 1.49364 1.73883 -1.42608 0.4 -0.3 -0.4 0.252
Na -3.98105 -0.63390 1.36928 -0.2 -0.9 1.6 0.734
O -6.23909 -1.68012 2.96729 -0.7 0.8 -0.2 -0.933
V -7.62457 -2.09432 3.85732 -0.6 -1.6 1.3 1.710
O -9.13186 -2.10439 4.55485 1.7 1.0 -1.4 -0.767
C 4.41483 3.49958 -3.33957 -0.1 0.0 0.0 -0.396
C 4.48192 3.63947 -1.96255 0.0 0.0 0.1 -0.217
C 5.71337 3.66522 -1.32275 0.0 0.0 0.0 -0.547
C 6.88045 3.55533 -2.06471 0.0 0.0 0.0 -0.328
C 6.81362 3.41244 -3.44390 0.0 0.0 0.0 -0.517
C 5.58017 3.38309 -4.08000 0.1 0.0 -0.1 -0.354
H 3.45274 3.47661 -3.83459 0.0 0.0 0.0 0.387
H 3.57243 3.72717 -1.38724 0.0 0.0 0.0 0.386
H 5.76312 3.76639 -0.24674 0.0 0.0 0.0 0.404
H 7.84138 3.57635 -1.56790 0.0 0.0 0.0 0.379
H 7.72442 3.32341 -4.02298 0.0 0.0 0.0 0.371
H 5.52656 3.26644 -5.15539 0.0 0.0 0.0 0.397
C 3.80538 -0.67124 -6.98284 0.0 0.0 0.0 -1.323
C 4.48874 -0.34085 -5.67494 0.0 0.0 0.1 0.855
O 3.89830 -0.39042 -4.60904 -0.1 0.0 0.0 -0.660
N 5.79868 0.01774 -5.73234 -0.1 -0.1 -0.1 -0.148
C 6.64696 0.12929 -6.90464 0.1 0.1 0.5 -0.876
H 2.77400 -0.93601 -6.77705 0.0 0.0 0.1 0.297
H 3.81937 0.18986 -7.65173 0.0 -0.1 -0.1 0.346
H 4.29410 -1.51628 -7.46859 0.0 0.1 -0.1 0.374
H 6.19913 0.22783 -4.83120 0.0 0.1 0.0 0.222
H 7.49863 -0.54611 -6.80903 0.0 0.0 -0.1 0.309
H 7.02517 1.14986 -6.98969 0.0 0.0 -0.1 0.279
H 6.10178 -0.11928 -7.80746 0.0 0.0 0.0 0.333
C -7.65360 -6.68328 7.58358 0.1 0.1 -0.2 -1.062
C -8.58078 -5.70151 6.90953 -0.1 -0.1 0.2 0.774
O -8.23707 -5.06748 5.94038 0.2 0.2 -0.3 -0.535
C -9.95995 -5.54407 7.49839 0.0 0.2 -0.2 -1.018
H -6.70008 -6.69884 7.06221 0.0 0.0 0.0 0.285
H -7.48671 -6.38836 8.62029 -0.1 -0.1 0.1 0.328
H -8.08761 -7.68352 7.55954 0.0 0.0 0.1 0.319
H -9.88767 -5.20194 8.53155 0.0 -0.1 0.1 0.321
H -10.48910 -6.49756 7.47088 0.0 0.0 0.2 0.317
H -10.51713 -4.81140 6.92040 0.0 0.0 0.0 0.276
F 4.38046 1.91299 4.04064 -0.3 -0.2 -0.3 -0.312
P 3.62480 0.45405 3.86797 1.1 -0.4 0.9 0.924
F 2.66983 1.29689 2.75484 -0.8 0.4 -0.4 -0.369
F 5.20284 -0.02950 3.90051 -0.4 0.0 0.0 -0.308
F 3.49166 -0.63182 2.59556 -0.1 0.1 0.1 -0.344
F 2.55831 1.07208 4.97762 0.0 -0.1 -0.4 -0.325
F 3.35680 -0.88383 4.80699 -0.1 0.2 -0.3 -0.323
```
Forces are in eV/Å.

The value obtained for the max |F| is 3.416 eV/Å. The total energy comes out at -4392.35493 Eh. Its multiplicity is 1. The value obtained for the HOMO-LUMO gap is 1.81 eV. As for the HOMO energy: -8.258 eV.